Density functional theory data (ωB97M-V/def2-TZVPD) for a cluster of 11 separate species, C14H50N4O11 in total at a distorted geometry.

Last columns: bonded neighbours and bond lengths (Å).
Positions of all 79 atoms, in Å:
1 C 1.7317 3.1014 -4.6274  C2 1.565, H4 1.123, H5 1.136, H6 1.100
2 C 1.0857 2.0024 -3.7194  C1 1.565, O3 1.342, H7 1.093, H8 1.088
3 O -0.0873 2.4214 -3.2204  C2 1.342, H9 1.003
4 H 2.6867 2.7974 -5.1334  C1 1.123
5 H 1.9637 3.9634 -3.9244  C1 1.136
6 H 1.0937 3.4854 -5.4374  C1 1.100
7 H 1.7277 1.7224 -2.8804  C2 1.093
8 H 0.8547 1.1054 -4.2904  C2 1.088
9 H -0.7223 1.6454 -3.2514  O3 1.003
10 C 1.6237 -1.9926 -2.4334  C11 1.494, H13 1.068, H14 1.097, H15 1.126
11 C 0.2567 -1.6016 -2.8924  C10 1.494, O12 1.401, H16 1.085, H17 1.103
12 O -0.7483 -2.0036 -2.0024  C11 1.401, H18 0.990
13 H 1.6917 -3.0336 -2.2024  C10 1.068
14 H 1.9877 -1.2796 -1.6834  C10 1.097
15 H 2.3157 -1.8636 -3.3124  C10 1.126
16 H 0.0077 -1.9786 -3.8794  C11 1.085
17 H 0.2137 -0.4996 -2.8754  C11 1.103
18 H -1.5613 -1.6346 -2.4304  O12 0.990
19 C 2.2877 0.1734 3.1556  C20 1.482, H22 1.076, H23 1.077, H24 1.155
20 C 2.0277 1.5224 3.7126  C19 1.482, O21 1.380, H25 1.111, H26 1.117
21 O 0.6627 1.6904 3.5946  C20 1.380, H27 0.971
22 H 1.9947 0.1314 2.1206  C19 1.076
23 H 1.7647 -0.5806 3.7196  C19 1.077
24 H 3.4197 -0.0536 3.1606  C19 1.155
25 H 2.4567 2.3754 3.1436  C20 1.111
26 H 2.3147 1.5874 4.7906  C20 1.117
27 H 0.4457 2.5814 3.9146  O21 0.971
28 C -0.3483 -5.6096 -1.1214  O29 1.350, N30 1.286, N31 1.335
29 O -1.2183 -5.8106 -2.1344  C28 1.350
30 N 0.1337 -6.5076 -0.3374  C28 1.286, H32 1.019, H33 1.046
31 N 0.1107 -4.4006 -0.7914  C28 1.335, H34 1.024, H35 1.014
32 H -0.1743 -7.4576 -0.5414  N30 1.019
33 H 0.6837 -6.5306 0.5516  N30 1.046
34 H -0.0923 -3.5966 -1.3914  N31 1.024
35 H 0.9377 -4.3386 -0.2084  N31 1.014
36 C -1.1763 -1.4506 3.9036  O37 1.375, N38 1.297, N39 1.337
37 O -1.0953 -0.9256 5.1716  C36 1.375
38 N -1.7013 -2.6126 3.6666  C36 1.297, H40 1.034, H41 1.006
39 N -0.7333 -0.6666 2.9156  C36 1.337, H42 1.006, H43 1.033
40 H -2.3403 -3.0726 4.3366  N38 1.034
41 H -1.7173 -2.9516 2.7196  N38 1.006
42 H -0.2453 0.1834 3.1416  N39 1.006
43 H -0.4343 -0.8526 1.9446  N39 1.033
44 C -3.4153 -1.2356 -0.1824  O45 1.396, H46 1.105, H47 1.122, H48 1.083
45 O -4.3123 -0.3976 -0.8474  C44 1.396, H49 0.971
46 H -2.6033 -0.5996 0.2146  C44 1.105
47 H -2.9653 -2.0336 -0.8304  C44 1.122
48 H -4.0403 -1.7716 0.5216  C44 1.083
49 H -4.3393 0.4004 -0.2954  O45 0.971
50 C 2.3617 3.7014 -0.2744  O51 1.450, H52 1.115, H53 1.097, H54 1.115
51 O 2.8447 4.7184 0.6386  C50 1.450, H55 0.966
52 H 2.4907 2.7164 0.2316  C50 1.115
53 H 3.0337 3.6534 -1.1404  C50 1.097
54 H 1.2887 3.7704 -0.5704  C50 1.115
55 H 2.3557 4.6214 1.4666  O51 0.966
56 C -3.1533 2.9774 -1.7454  O57 1.373, H58 1.079, H59 1.077, H60 1.105
57 O -2.0753 3.8244 -1.8284  C56 1.373, H61 0.945
58 H -2.9723 1.9284 -1.5694  C56 1.079
59 H -3.7393 2.9324 -2.6474  C56 1.077
60 H -3.8263 3.4154 -0.9864  C56 1.105
61 H -1.4993 3.4134 -2.4544  O57 0.945
62 C -0.1253 0.9644 -0.1144  O63 1.460, H64 1.077, H65 1.102, H66 1.111
63 O 0.1987 -0.4066 0.2706  C62 1.460, H67 0.951
64 H 0.2537 1.0804 -1.1154  C62 1.077
65 H 0.3537 1.7254 0.5226  C62 1.102
66 H -1.2223 1.0914 -0.2344  C62 1.111
67 H 0.0577 -0.9826 -0.4734  O63 0.951
68 C -1.6413 3.4874 1.8316  O69 1.395, H70 1.123, H71 1.046, H72 1.079
69 O -0.8523 4.0884 0.8506  C68 1.395, H73 0.944
70 H -2.7263 3.7644 1.7486  C68 1.123
71 H -1.4053 3.6784 2.8326  C68 1.046
72 H -1.5473 2.4374 1.6006  C68 1.079
73 H -1.2973 4.0004 0.0226  O69 0.944
74 C 1.7307 -3.0036 1.9986  O75 1.434, H76 1.088, H77 1.071, H78 1.055
75 O 1.8477 -4.2446 1.2896  C74 1.434, H79 0.962
76 H 0.7537 -2.9206 2.4706  C74 1.088
77 H 1.8017 -2.1916 1.3046  C74 1.071
78 H 2.5617 -2.8346 2.6266  C74 1.055
79 H 1.7387 -4.9566 1.9276  O75 0.962

Results
SMILES ... NC(N)=O.NC(N)=O.CCO.CCO.CCO.CO.CO.CO.CO.CO.CO
ΔE to the lowest compared entry with this formula, charge and spin ... 330.73 kJ/mol
Highest occupied orbital energy ... -0.3180 hartree
Total charge ... 0
E_LUMO ... -0.0050 hartree